102
Properties=species:S:1:pos:R:3 method="wB97M-V/def2-TZVPD" gap_ev=9.171 charge=0 relative_energy_kcal_mol=24.9 smiles=COCCNCCOC.COCCNCCOC.COCCNCCOC.COCCNCCOC.O.O
C 2.507 1.817 -2.151
O 2.957 0.886 -3.043
C 4.364 0.491 -2.931
C 4.863 0.066 -4.315
N 4.133 -1.134 -4.753
C 4.822 -1.694 -5.950
C 3.970 -2.855 -6.456
O 2.716 -2.341 -6.853
C 1.703 -3.328 -6.966
H 2.836 2.808 -2.406
H 2.874 1.543 -1.119
H 1.419 1.723 -2.148
H 4.501 -0.337 -2.252
H 4.853 1.346 -2.478
H 5.898 -0.244 -4.211
H 4.791 0.854 -5.045
H 3.182 -0.800 -5.014
H 5.813 -1.998 -5.574
H 4.922 -0.943 -6.784
H 3.852 -3.469 -5.532
H 4.396 -3.436 -7.215
H 0.852 -2.703 -7.280
H 1.506 -3.860 -6.045
H 1.909 -4.045 -7.801
C -5.846 1.363 5.390
O -4.550 1.815 5.044
C -4.241 3.040 5.610
C -3.274 3.894 4.784
N -2.488 4.909 5.522
C -1.376 4.230 6.206
C -0.398 3.552 5.310
O 0.089 4.524 4.393
C 0.734 4.061 3.255
H -6.634 2.014 4.912
H -6.001 1.319 6.473
H -5.979 0.333 5.023
H -3.991 2.933 6.662
H -5.143 3.644 5.588
H -3.887 4.436 4.075
H -2.674 3.220 4.223
H -1.968 5.485 4.854
H -1.857 3.529 6.919
H -0.851 5.011 6.812
H -0.745 2.671 4.762
H 0.395 3.222 5.969
H 1.077 4.899 2.662
H 0.000 3.519 2.657
H 1.488 3.323 3.561
C 2.419 -3.736 0.996
O 1.733 -2.886 1.936
C 2.470 -1.738 2.180
C 1.696 -0.892 3.151
N 0.411 -0.598 2.526
C -0.392 0.130 3.459
C -1.791 0.462 3.049
O -2.532 -0.765 2.917
C -3.719 -0.501 2.225
H 2.436 -3.330 -0.004
H 1.829 -4.631 0.966
H 3.426 -3.943 1.349
H 2.633 -1.148 1.252
H 3.455 -2.005 2.551
H 2.237 0.024 3.347
H 1.612 -1.508 4.096
H -0.074 -1.475 2.354
H 0.079 1.097 3.653
H -0.496 -0.381 4.447
H -1.850 1.006 2.109
H -2.346 1.147 3.718
H -3.515 -0.147 1.205
H -4.328 0.322 2.638
H -4.297 -1.473 2.169
C -1.149 -0.621 -5.413
O -0.345 -1.544 -4.772
C 0.548 -0.957 -3.864
C 1.050 -2.059 -2.948
N 0.117 -2.614 -2.083
C -0.136 -1.741 -0.968
C -1.488 -2.039 -0.439
O -2.483 -1.632 -1.407
C -3.506 -2.594 -1.527
H -1.694 0.030 -4.715
H -1.896 -1.196 -5.943
H -0.648 0.038 -6.124
H 0.069 -0.152 -3.288
H 1.365 -0.410 -4.403
H 1.945 -1.686 -2.399
H 1.461 -2.770 -3.663
H -0.706 -2.898 -2.567
H -0.109 -0.664 -1.158
H 0.624 -1.919 -0.184
H -1.863 -1.590 0.501
H -1.507 -3.153 -0.276
H -4.254 -2.234 -2.256
H -3.932 -2.758 -0.558
H -3.153 -3.578 -1.843
O -2.387 1.237 -1.042
H -2.306 1.746 -1.854
H -2.394 0.324 -1.305
O 0.396 1.898 0.662
H -0.316 2.061 -0.008
H 0.081 1.152 1.213

=====

7
Properties=species:S:1:pos:R:3 method="wB97M-V/def2-TZVPD" gap_ev="8.612 / 6.727" charge=+1 multiplicity=2
C 0.633 0.324 -0.241
C 0.219 0.625 0.979
H 1.182 0.862 -1.023
H -0.057 -0.135 1.720
H 0.086 1.677 1.273
F -1.071 -2.519 -1.569
Sn -0.991 -0.833 -1.139

=====

23
Properties=species:S:1:pos:R:3 method="wB97M-V/def2-TZVPD" gap_ev="7.368 / 7.254" charge=+2 relative_energy_kcal_mol=69.8
C 0.171 0.522 0.290
C -1.003 0.394 -0.448
C -1.695 -1.185 -2.121
C -0.006 1.479 1.601
C 2.268 0.830 2.207
C 2.339 -0.208 0.963
N 0.914 0.979 2.567
N 1.373 0.111 0.027
N -1.708 -0.308 -3.127
N -2.266 -2.353 -2.176
O -1.319 -0.900 -0.902
H -1.760 1.024 -0.182
H 0.461 2.385 0.979
H -0.980 1.699 2.044
H 2.926 0.541 3.003
H 2.689 1.761 1.787
H 3.349 -0.246 0.557
H 2.183 -1.273 1.247
H 0.549 0.360 3.318
H -0.989 0.435 -3.336
H -2.334 -0.616 -3.958
H -2.302 -2.951 -1.381
H -2.863 -2.482 -2.958

=====

19
Properties=species:S:1:pos:R:3 method="wB97M-V/def2-TZVPD" gap_ev=9.186 charge=0 relative_energy_kcal_mol=47.2 smiles=C[C@@]1(N)CO[C@@]1(C)O
C 1.627 1.061 -0.115
C 0.303 0.525 0.398
N 0.442 0.074 1.757
C -0.894 1.339 0.081
O -1.300 0.424 -1.222
C -0.432 -0.546 -0.748
C -1.092 -1.726 -0.055
O 0.441 -1.032 -1.699
H 2.349 0.250 -0.207
H 2.020 1.800 0.583
H 1.507 1.528 -1.091
H 1.138 -0.661 1.821
H -0.428 -0.275 2.140
H -0.766 2.321 -0.365
H -1.715 1.291 0.794
H -1.611 -2.298 -0.822
H -0.346 -2.360 0.420
H -1.821 -1.386 0.677
H 0.579 -0.329 -2.347

=====

27
Properties=species:S:1:pos:R:3 method="wB97M-V/def2-TZVPD" gap_ev=9.280 charge=0 relative_energy_kcal_mol=8.1 smiles="C[Si](C)(C)C1=CC=C[C@@H]1CO"
C -2.134 -1.481 1.371
Si -0.777 -1.191 0.087
C 0.488 -2.593 0.391
C -1.308 -1.621 -1.763
C -0.133 0.553 0.427
C -0.576 1.576 1.176
C 0.364 2.592 1.405
C 1.521 2.243 0.842
C 1.302 1.021 0.094
C 1.559 1.376 -1.423
O 0.871 2.491 -1.853
H -2.373 -0.550 1.766
H -2.989 -1.977 1.072
H -1.655 -2.183 2.015
H 0.077 -3.618 0.712
H 0.978 -2.691 -0.601
H 1.293 -2.399 1.145
H -2.110 -2.322 -1.688
H -1.760 -0.650 -2.179
H -0.655 -1.990 -2.483
H -1.554 1.592 1.588
H 0.100 3.556 1.869
H 2.460 2.785 0.830
H 1.990 0.114 0.335
H 1.144 0.681 -2.212
H 2.625 1.482 -1.595
H 1.250 3.202 -1.330

=====

13
Properties=species:S:1:pos:R:3 method="wB97M-V/def2-TZVPD" gap_ev=12.066 charge=+1 relative_energy_kcal_mol=10.9
C 0.206 -1.644 -2.460
N -0.780 -1.018 -1.488
H -0.280 -2.187 -3.214
H 0.825 -0.844 -2.898
H 0.908 -2.284 -1.897
H -0.319 -0.526 -0.721
H -1.378 -1.805 -1.096
H -1.392 -0.339 -1.949
O 0.210 0.341 0.594
C 0.024 0.746 1.736
O 0.452 1.898 2.219
H -0.567 0.152 2.492
H 0.998 2.438 1.535

=====

no.,M (Da)
1,568.8
2,164.8
3,156.2
4,117.1
5,168.3
6,78.1